The following is a DFT calculation (ωB97M-V/def2-TZVPD) of a molecular structure, C2H3Br2ClO.

Geometry as XYZ:
```
9
Properties=species:S:1:pos:R:3:lowdin_charge:R:1
C 0.04 -0.70 1.17 -0.526
C 0.11 0.33 -0.68 -1.298
O -1.12 0.85 -0.76 -0.151
Cl 0.79 0.40 2.27 0.545
Br 1.57 1.55 -0.76 0.662
Br 0.36 -1.20 -1.91 0.596
H -1.02 -0.80 1.32 0.039
H 0.64 -1.57 0.99 0.018
H -1.38 1.15 -1.64 0.115
```

Calculated values
* E_tot: -156775.52105 eV
* strongest force on any atom: 4.1 eV/A
* molar mass: 238.31 Da
* Kohn-Sham gap: 9.67 eV



The following is a DFT calculation (ωB97M-V/def2-TZVPD) of a molecular structure, C2H3Br2N.

Geometry as XYZ:
```
8
Properties=species:S:1:pos:R:3:lowdin_charge:R:1
C -1.32 0.00 -0.11 -1.256
C 1.14 -0.18 0.07 -0.248
N -0.12 -0.74 -0.06 -0.126
Br -2.92 -0.88 -0.04 0.708
Br -1.54 1.89 -0.08 0.639
H 1.95 -0.84 -0.40 0.089
H 1.41 -0.16 1.12 0.070
H 1.39 0.91 -0.49 0.124
```

Calculated values
* E_tot: -143695.71520 eV
* strongest force on any atom: 8.4 eV/A
* molar mass: 200.86 Da
* Kohn-Sham gap: 9.93 eV
* energy relative to the best compared isomer or geometry (same formula, charge and spin): 30.6 kcal per mole



The following is a DFT calculation (ωB97M-V/def2-TZVPD) of a molecular structure, C2H3Br2N.

Geometry as XYZ:
```
8
Properties=species:S:1:pos:R:3:lowdin_charge:R:1
C -0.16 -0.12 1.38 -1.263
C 0.18 0.19 -1.13 -0.266
N 0.23 0.89 0.12 -0.056
Br 0.06 0.56 3.03 0.713
Br -0.57 -1.92 1.16 0.686
H 1.10 0.04 -1.59 0.054
H -0.21 1.02 -1.66 0.050
H -0.62 -0.65 -1.30 0.083
```

Calculated values
* E_tot: -143693.67485 eV
* strongest force on any atom: 9.0 eV/A
* molar mass: 200.86 Da
* Kohn-Sham gap (alpha / beta): 8.29 / 9.10 eV
* energy relative to the best compared isomer or geometry (same formula, charge and spin): 77.7 kcal per mole